Computed, not measured: 11 unconnected molecules or ions with the total composition C48H96O33S2, with ωB97M-V/def2-TZVPD.

Computed properties:
Strongest force on any atom = 0.009 Eh/bohr
Net charge = 0
ΔE to the lowest compared entry with this formula, charge and spin = 0.0000 eV
HOMO energy = -10.03 eV

Positions of all 179 atoms, in Å:
C 4.206 -0.208 -0.523
C 3.723 -0.158 -1.976
C 2.560 0.802 -2.278
C 1.283 0.629 -1.444
C 0.435 1.906 -1.305
C 0.192 2.365 0.141
C -1.152 3.091 0.316
C -2.349 2.119 0.454
C -3.379 2.183 -0.693
C -4.048 0.828 -0.965
C -3.225 -0.074 -1.888
C -4.000 -1.267 -2.440
C -3.216 -2.109 -3.451
C -1.817 -2.523 -2.996
C -1.832 -3.335 -1.680
C -0.909 -2.787 -0.584
C -0.487 -3.826 0.474
C -1.466 -4.984 0.607
S -3.105 -4.516 1.254
O -1.611 -5.715 -0.624
S -1.387 -5.005 -2.038
O -2.345 -5.604 -2.906
O 0.016 -5.040 -2.320
H 4.881 -1.056 -0.386
H 3.399 -0.318 0.201
H 4.789 0.681 -0.276
H 4.576 0.174 -2.576
H 3.486 -1.164 -2.339
H 2.919 1.835 -2.195
H 2.289 0.669 -3.331
H 0.675 -0.148 -1.917
H 1.536 0.265 -0.445
H 0.936 2.716 -1.846
H -0.533 1.772 -1.799
H 0.221 1.493 0.804
H 1.002 3.024 0.467
H -1.087 3.750 1.183
H -1.319 3.724 -0.562
H -1.961 1.094 0.519
H -2.870 2.300 1.399
H -4.134 2.943 -0.481
H -2.859 2.506 -1.603
H -4.181 0.303 -0.011
H -5.041 0.968 -1.405
H -2.349 -0.434 -1.338
H -2.835 0.525 -2.722
H -4.345 -1.897 -1.609
H -4.911 -0.896 -2.921
H -3.775 -3.018 -3.687
H -3.120 -1.548 -4.386
H -1.380 -3.126 -3.795
H -1.164 -1.660 -2.863
H -2.856 -3.419 -1.305
H -1.413 -1.944 -0.106
H -0.017 -2.386 -1.064
H 0.490 -4.242 0.224
H -0.402 -3.368 1.461
H -1.092 -5.720 1.314
H -2.953 -3.187 1.207
C -7.281 5.279 2.246
O -7.544 6.133 1.125
C -7.041 5.699 -0.026
O -6.405 4.687 -0.181
O -7.357 6.571 -0.983
C -6.843 6.220 -2.270
H -7.752 5.766 3.093
H -7.713 4.293 2.082
H -6.209 5.181 2.406
H -7.221 5.247 -2.577
H -5.755 6.192 -2.253
H -7.185 6.988 -2.957
C 9.165 -0.661 1.165
O 9.696 -0.857 -0.152
C 8.782 -0.842 -1.120
O 7.602 -0.657 -0.972
O 9.395 -1.066 -2.281
C 8.527 -1.059 -3.424
H 10.023 -0.699 1.828
H 8.666 0.304 1.234
H 8.459 -1.451 1.413
H 8.042 -0.090 -3.526
H 7.772 -1.837 -3.331
H 9.174 -1.248 -4.275
C -7.404 2.296 -2.784
O -7.529 1.033 -3.445
C -8.760 0.523 -3.432
O -9.729 1.038 -2.937
O -8.734 -0.648 -4.064
C -10.001 -1.314 -4.124
H -6.359 2.579 -2.875
H -8.039 3.039 -3.264
H -7.672 2.210 -1.733
H -10.728 -0.703 -4.656
H -10.370 -1.522 -3.122
H -9.813 -2.238 -4.661
C 2.094 6.198 4.719
O 1.143 7.230 4.432
C 0.436 7.028 3.320
O 0.541 6.081 2.584
O -0.406 8.046 3.163
C -1.235 7.954 1.996
H 2.580 6.505 5.639
H 1.591 5.242 4.851
H 2.819 6.113 3.912
H -1.851 7.058 2.039
H -0.623 7.931 1.097
H -1.853 8.847 2.014
C 6.388 0.231 5.155
O 5.259 0.059 4.290
C 5.097 -1.183 3.841
O 5.808 -2.120 4.100
O 4.032 -1.212 3.047
C 3.707 -2.506 2.531
H 6.382 1.281 5.428
H 6.290 -0.396 6.039
H 7.309 -0.025 4.634
H 3.444 -3.186 3.340
H 4.542 -2.914 1.963
H 2.859 -2.344 1.873
C -4.651 -7.032 -1.355
O -5.981 -7.569 -1.267
C -6.471 -8.028 -2.414
O -5.910 -8.029 -3.477
O -7.702 -8.495 -2.187
C -8.348 -9.028 -3.347
H -4.417 -6.706 -0.346
H -3.950 -7.796 -1.685
H -4.610 -6.195 -2.046
H -7.780 -9.863 -3.752
H -8.452 -8.262 -4.114
H -9.324 -9.361 -3.006
C -1.658 11.925 4.623
O -2.622 12.938 4.310
C -3.317 12.710 3.199
O -3.196 11.756 2.474
O -4.172 13.715 3.023
C -4.991 13.597 1.854
H -1.182 12.251 5.542
H -2.146 10.963 4.770
H -0.923 11.837 3.825
H -5.597 12.694 1.904
H -4.374 13.568 0.958
H -5.621 14.480 1.856
C 6.805 -4.731 3.228
O 7.503 -5.982 3.119
C 8.819 -5.888 3.275
O 9.440 -4.876 3.477
O 9.345 -7.110 3.169
C 10.767 -7.153 3.317
H 5.759 -4.975 3.065
H 6.943 -4.292 4.213
H 7.159 -4.033 2.473
H 11.061 -6.784 4.298
H 11.250 -6.551 2.549
H 11.036 -8.199 3.206
C 11.978 1.775 -8.264
O 11.253 1.384 -7.093
C 11.961 1.446 -5.965
O 13.110 1.792 -5.875
O 11.180 1.061 -4.958
C 11.817 1.071 -3.674
H 11.275 1.671 -9.085
H 12.315 2.805 -8.177
H 12.839 1.126 -8.414
H 12.154 2.074 -3.420
H 12.666 0.390 -3.664
H 11.059 0.730 -2.976
C -5.080 -7.612 2.451
O -5.991 -7.896 3.519
C -5.426 -7.925 4.723
O -4.261 -7.736 4.962
O -6.369 -8.199 5.624
C -5.894 -8.263 6.973
H -5.678 -7.625 1.545
H -4.622 -6.634 2.590
H -4.303 -8.374 2.400
H -5.462 -7.309 7.271
H -5.144 -9.044 7.077
H -6.769 -8.491 7.574

Cartesian forces (eV/Å) of the 6 atoms listed first:
0.1 -0.2 -0.2
0.1 0.1 0.0
0.0 0.0 0.0
0.1 -0.1 -0.1
0.0 0.0 0.0
-0.1 0.1 0.0